Below is a 9-piece molecular cluster, C30H83N5O14 overall at a distorted geometry, with properties calculated with wB97M-V/def2-TZVPD.

Atoms and positions in Å:
O1 4.76753 1.52398 3.04046
O2 -0.28734 0.00552 -0.73370
O3 -6.14350 -0.17410 -1.78182
O4 0.71617 -3.95575 5.92340
O5 -2.57088 -1.52764 -0.75999
O6 -1.94280 -0.71517 3.19759
O7 0.81815 -1.91773 0.76756
O8 0.00909 -2.09061 -8.24394
O9 -1.29460 3.15508 0.16847
O10 2.97154 3.68066 1.66755
O11 1.64915 1.17828 -2.51116
O12 2.25231 -3.32317 -2.78508
O13 -3.28749 0.68564 -4.74409
O14 1.40736 1.91348 6.91142
N1 1.71134 1.54235 3.23122
N2 -1.71493 -3.25225 4.39855
N3 -4.98001 2.01683 -3.07571
N4 4.20351 1.28050 0.15253
N5 0.65926 -3.66530 -5.01062
C1 -1.18948 -4.56415 4.71173
C2 3.25257 0.75199 -0.81350
C3 2.52873 1.80086 -1.62449
C4 -3.57896 2.26140 -3.06059
C5 1.31087 2.20450 4.51638
C6 3.45417 4.94490 1.22963
C7 -0.50506 -4.60810 6.07948
C8 0.37370 -2.68433 -3.98133
C9 1.82253 1.05626 7.98496
C10 0.92878 2.07737 -3.33984
C11 5.65957 1.01673 2.11610
C12 1.56033 3.64256 1.92367
C13 -2.85187 -1.79814 2.84147
C14 -5.73359 0.95922 -1.03614
C15 5.27845 2.49851 3.85782
C16 1.76682 1.27947 5.67960
C17 3.42875 -2.98036 -2.05606
C18 4.86957 0.32760 1.03420
C19 0.84292 -3.01462 -6.29495
C20 1.69083 -2.20375 -3.43578
C21 -2.03729 -3.07519 2.98582
C22 -0.42027 -2.66020 -7.04478
C23 -3.14650 0.34135 -6.08438
C24 -3.02340 2.01789 -4.42789
C25 -5.70439 2.21959 -1.88065
C26 -7.47497 -0.10028 -2.30134
C27 -1.00598 -1.64049 -9.10088
C28 1.24407 -3.72591 7.20569
C29 1.15470 2.17986 2.07113
C30 -2.35838 0.50595 2.63524
H1 -8.21073 0.26165 -1.55601
H2 -2.15907 0.61937 -6.46345
H3 -4.75738 0.68301 -0.62872
H4 3.16852 2.48500 -2.19723
H5 1.37191 1.58280 1.17829
H6 2.46041 0.16436 -0.33235
H7 0.05407 2.23074 2.22511
H8 2.84745 1.08305 5.60736
H9 1.80139 3.18927 4.68649
H10 -3.91701 0.83219 -6.70504
H11 -1.67016 -2.46259 -9.39659
H12 -3.65272 -1.77634 3.57592
H13 0.34502 -1.07174 0.68303
H14 6.06538 2.13700 4.55153
H15 -7.80364 -1.11095 -2.55576
H16 -1.96742 2.29502 -4.50260
H17 -1.01688 -2.54307 4.57683
H18 0.04098 1.58673 -3.73812
H19 -6.72583 2.55310 -2.11815
H20 1.08032 4.14206 1.07010
H21 0.66830 2.97406 -2.76782
H22 -1.00679 -1.94338 -6.46360
H23 2.00083 2.35297 -0.84926
H24 3.31338 5.68644 2.03557
H25 -3.45841 3.30458 -2.74723
H26 5.78800 3.32137 3.32721
H27 -2.13519 2.67695 0.20409
H28 2.80049 5.32985 0.41990
H29 -0.41386 -4.94125 4.03432
H30 1.36879 0.06344 7.82394
H31 -7.52223 0.66785 -3.09945
H32 0.22995 2.37753 4.54051
H33 1.57714 1.57052 8.91375
H34 2.90620 0.88317 8.07173
H35 -2.67475 -3.92722 2.73141
H36 -2.31491 -2.40115 -0.42371
H37 -0.27544 -5.62736 6.43843
H38 -6.33822 1.06687 -0.13053
H39 -1.55783 1.19151 2.92766
H40 -0.53648 0.93965 -0.63169
H41 1.24878 0.28841 5.62857
H42 -5.10239 1.10699 -3.52699
H43 3.17067 -2.44153 -1.14090
H44 -2.49349 0.47540 1.55008
H45 0.42205 0.04494 -1.39134
H46 2.69607 1.37779 3.14675
H47 -0.28259 -3.12606 -3.22145
H48 -5.28108 2.98581 -1.22345
H49 -3.23390 -1.65313 1.82651
H50 1.56973 2.45873 -4.15073
H51 -2.09522 -5.17912 4.62740
H52 -1.26088 -3.08815 2.23152
H53 -1.70568 -1.08718 -0.93132
H54 5.53279 -0.23651 0.37859
H55 0.57041 -3.16715 7.85671
H56 6.39939 0.33215 2.54453
H57 3.69285 0.04645 -1.52346
H58 -0.15638 -1.78380 -4.30706
H59 -0.09083 -4.33993 -5.05906
H60 -1.04849 -3.56339 -7.15111
H61 -1.10688 -4.14633 6.85688
H62 1.44237 -3.66311 -6.94084
H63 6.30008 1.79525 1.67064
H64 4.03045 -3.87234 -1.83569
H65 1.46930 -2.14253 -6.13178
H66 -1.49827 3.95133 -0.35237
H67 -3.53092 2.68698 -5.12802
H68 4.18711 -0.32210 1.60688
H69 4.51889 4.83734 0.99689
H70 -3.19665 -0.75590 -6.14513
H71 1.60896 -1.32145 -2.79109
H72 1.25137 4.16065 2.82714
H73 -3.25032 0.95574 3.10426
H74 -1.55904 -0.81543 -8.64619
H75 1.25760 -1.88208 1.62696
H76 -2.98674 1.71864 -2.30403
H77 2.25995 -1.96798 -4.35309
H78 4.06375 -2.27209 -2.59529
H79 2.20159 -3.17919 7.10008
H80 3.70669 2.00216 0.64351
H81 1.49408 -4.69965 7.68392
H82 4.48358 2.92596 4.46139
H83 -0.55336 -1.28269 -10.03757

Computed properties:
Energy above the lowest of the compared OMol25 structures with the same formula, charge and spin, kJ/mol: 173.0
Net charge: 0
Orbital gap, eV: 8.543
DFT total energy, Eh: -2519.6979
SMILES string: COCCNCCOC.COCCNCCOC.COCCNCCOC.COCCNCCOC.COCCNCCOC.O.O.O.O

***

Below is C2H9N2O2S as an isolated structure at a distorted geometry, with properties calculated with wB97M-V/def2-TZVPD.

Atoms and positions in Å:
S1 1.95709 0.02340 -0.20567
O1 1.61741 -0.54508 -1.45031
O2 1.71874 -0.89115 0.90459
N1 -0.82956 -1.41361 0.28131
N2 1.11830 1.42125 0.01630
C1 -1.46714 -0.05927 0.21315
C2 -0.70705 1.02091 -0.49667
H1 3.14879 0.52860 -0.14369
H2 0.02039 -1.39859 0.81204
H3 -1.52735 0.26438 1.31792
H4 -1.37509 1.91913 -0.39864
H5 1.05063 1.87627 0.99644
H6 -1.58564 -2.01611 0.62322
H7 -0.34858 -1.69024 -0.63101
H8 -2.42261 -0.04219 -0.33073
H9 -0.36832 1.00229 -1.50823

Computed properties:
Energy above the lowest of the compared OMol25 structures with the same formula, charge and spin, kJ/mol: 148.5
Net charge: +1
Orbital gap, eV: 11.056
DFT total energy, Eh: -739.4214

***

Below is a 3-piece molecular cluster, C16H43NO7P overall, with properties calculated with wB97M-V/def2-TZVPD.

Atoms and positions in Å:
P1 2.25397 3.23648 -4.95037
O1 -0.25506 -3.60767 1.63226
O2 0.44699 1.40210 -3.84923
O3 -1.02923 3.28489 2.52634
O4 0.00794 0.46155 3.25017
O5 1.48802 3.82285 4.25307
O6 -0.93790 -6.43268 0.55271
O7 -1.31318 -3.30401 -1.26453
N1 2.71360 4.93608 -5.41157
C1 -2.09373 1.23025 -2.74865
C2 -0.42311 0.96478 1.99382
C3 -2.06715 -2.37165 -2.01149
C4 -0.87197 3.43349 3.92713
C5 0.38398 0.66855 -2.66566
C6 1.72533 1.42978 -4.48597
C7 -1.45017 -4.36961 1.69583
C8 -0.84736 1.07306 -1.87521
C9 -0.19935 -2.68434 -0.64433
C10 -0.53437 -0.82132 3.49073
C11 -1.22001 -5.85962 1.81696
C12 -0.09673 2.43472 1.86513
C13 0.20580 4.42121 4.31746
C14 0.42981 -3.59642 0.38270
C15 2.51933 4.77916 4.31554
C16 -0.44386 -7.74531 0.66754
H1 -2.12510 -6.33242 2.22604
H2 -1.16449 -8.39758 1.17631
H3 1.67534 0.85826 -5.41465
H4 -0.51444 -1.75621 -0.15152
H5 -2.48232 -1.59261 -1.36084
H6 -1.94644 -4.03927 2.61212
H7 -0.16927 2.69926 0.80960
H8 2.47254 5.46359 3.46075
H9 -1.63121 -0.77404 3.52865
H10 -2.11028 -4.14257 0.85621
H11 0.31666 -0.41101 -2.87395
H12 0.55709 -4.60728 -0.00819
H13 0.92393 2.63700 2.19298
H14 2.50051 1.01837 -3.84013
H15 -0.27499 -8.12359 -0.33870
H16 3.45472 3.11091 -4.10877
H17 0.15871 5.28625 3.64456
H18 0.08944 0.40944 1.19555
H19 3.46694 4.24516 4.28444
H20 1.49219 3.73482 -3.79234
H21 -1.82588 3.83557 4.27756
H22 0.50634 -7.76094 1.21482
H23 2.74343 5.01411 -6.42423
H24 -2.04316 0.62122 -3.64230
H25 -0.65673 1.99996 -1.34891
H26 -2.97949 0.98128 -2.17265
H27 -0.71184 2.46981 4.41568
H28 1.96927 5.55849 -5.10735
H29 0.54583 -2.43646 -1.41186
H30 1.42029 -3.19653 0.60961
H31 3.02961 2.72583 -6.09658
H32 1.02958 3.31499 -5.79556
H33 1.26056 0.86613 -2.04830
H34 -2.20026 2.25887 -3.07314
H35 2.46725 5.35809 5.24634
H36 -1.03372 0.27589 -1.16003
H37 0.02719 4.76435 5.34783
H38 -0.22657 -1.52974 2.71635
H39 -2.88714 -2.91138 -2.48181
H40 -0.16630 -1.16757 4.45585
H41 -1.45735 -1.89944 -2.78917
H42 -0.38601 -6.03929 2.50707
H43 -1.50603 0.82393 1.88229

Computed properties:
Net charge: -1
Orbital gap, eV: 5.264
DFT total energy, Eh: -1557.9814

***

Below is C22H25ClLaN2PS as an isolated structure at a distorted geometry, with properties calculated with wB97M-V/def2-TZVPD.

Atoms and positions in Å:
La1 -1.74281 -0.58144 -0.57316
Cl1 -3.02995 0.25696 1.43552
S1 -1.06397 1.86248 -1.48195
P1 0.91905 -0.59764 0.35101
N1 -2.88048 3.71435 -0.77687
N2 -3.73222 1.86317 -1.89732
C1 2.08381 -2.95771 -0.52055
C2 4.80567 0.72421 0.23742
C3 0.97380 -2.16991 4.14999
C4 0.51375 -1.57994 1.85930
C5 4.77175 1.79612 1.13010
C6 -4.14259 4.45820 -0.75196
C7 0.47751 -1.95359 -2.08430
C8 -5.28574 3.50155 -1.01759
C9 -0.30351 -2.72014 4.26835
C10 -1.14213 -2.76990 3.15782
C11 1.32223 -4.19196 -2.45270
C12 3.57528 2.11383 1.78203
C13 1.38666 -1.57465 2.95878
C14 2.41593 1.38639 1.53258
C15 0.50324 -3.13274 -2.83317
C16 2.13019 -4.09946 -1.31437
C17 -0.68259 -2.33395 1.90423
C18 1.22557 -1.91351 -0.88189
C19 2.44540 0.30500 0.62709
C20 -4.98580 2.58990 -2.18982
C21 3.64689 -0.01508 -0.02819
C22 -2.68067 2.53900 -1.36198
H1 -5.76577 1.84130 -2.33649
H2 2.66915 -2.87800 0.39788
H3 3.55134 2.94063 2.48603
H4 -4.11957 5.24180 -1.51870
H5 5.67222 2.38574 1.31759
H6 1.64527 -2.19088 4.99985
H7 2.79243 -4.91712 -1.03628
H8 3.66848 -0.82225 -0.75949
H9 -0.64509 -3.13152 5.21535
H10 4.11228 0.70862 -3.02002
H11 -2.16041 -3.15211 3.24826
H12 -4.23220 4.94578 0.22205
H13 2.37582 -1.11748 2.86060
H14 -2.05025 4.09258 -0.33280
H15 -0.04353 -1.05432 -2.49208
H16 -6.21145 4.05279 -1.20588
H17 3.75248 0.14550 -3.36407
H18 -4.88687 3.16904 -3.11993
H19 -1.20175 -2.70219 0.98864
H20 -3.43335 1.21325 -2.63894
H21 -0.12275 -3.20715 -3.71859
H22 5.73770 0.46961 -0.27200
H23 1.34584 -5.09813 -3.05575
H24 1.48065 1.64857 2.02943
H25 -5.45492 2.89642 -0.12306

Computed properties:
Energy above the lowest of the compared OMol25 structures with the same formula, charge and spin, kJ/mol: 9.7
Net charge: +2
Orbital gap, eV: 7.620
DFT total energy, Eh: -2193.7005

***

The highest orbital gap belongs to which entry?
C2H9N2O2S

***

Among the records above, which one has the highest orbital gap?
C2H9N2O2S

***

What did the fourth record say?
Below is C22H25ClLaN2PS as an isolated structure at a distorted geometry, with properties calculated with wB97M-V/def2-TZVPD.

Atoms and positions in Å:
La1 -1.74281 -0.58144 -0.57316
Cl1 -3.02995 0.25696 1.43552
S1 -1.06397 1.86248 -1.48195
P1 0.91905 -0.59764 0.35101
N1 -2.88048 3.71435 -0.77687
N2 -3.73222 1.86317 -1.89732
C1 2.08381 -2.95771 -0.52055
C2 4.80567 0.72421 0.23742
C3 0.97380 -2.16991 4.14999
C4 0.51375 -1.57994 1.85930
C5 4.77175 1.79612 1.13010
C6 -4.14259 4.45820 -0.75196
C7 0.47751 -1.95359 -2.08430
C8 -5.28574 3.50155 -1.01759
C9 -0.30351 -2.72014 4.26835
C10 -1.14213 -2.76990 3.15782
C11 1.32223 -4.19196 -2.45270
C12 3.57528 2.11383 1.78203
C13 1.38666 -1.57465 2.95878
C14 2.41593 1.38639 1.53258
C15 0.50324 -3.13274 -2.83317
C16 2.13019 -4.09946 -1.31437
C17 -0.68259 -2.33395 1.90423
C18 1.22557 -1.91351 -0.88189
C19 2.44540 0.30500 0.62709
C20 -4.98580 2.58990 -2.18982
C21 3.64689 -0.01508 -0.02819
C22 -2.68067 2.53900 -1.36198
H1 -5.76577 1.84130 -2.33649
H2 2.66915 -2.87800 0.39788
H3 3.55134 2.94063 2.48603
H4 -4.11957 5.24180 -1.51870
H5 5.67222 2.38574 1.31759
H6 1.64527 -2.19088 4.99985
H7 2.79243 -4.91712 -1.03628
H8 3.66848 -0.82225 -0.75949
H9 -0.64509 -3.13152 5.21535
H10 4.11228 0.70862 -3.02002
H11 -2.16041 -3.15211 3.24826
H12 -4.23220 4.94578 0.22205
H13 2.37582 -1.11748 2.86060
H14 -2.05025 4.09258 -0.33280
H15 -0.04353 -1.05432 -2.49208
H16 -6.21145 4.05279 -1.20588
H17 3.75248 0.14550 -3.36407
H18 -4.88687 3.16904 -3.11993
H19 -1.20175 -2.70219 0.98864
H20 -3.43335 1.21325 -2.63894
H21 -0.12275 -3.20715 -3.71859
H22 5.73770 0.46961 -0.27200
H23 1.34584 -5.09813 -3.05575
H24 1.48065 1.64857 2.02943
H25 -5.45492 2.89642 -0.12306

Computed properties:
Energy above the lowest of the compared OMol25 structures with the same formula, charge and spin, kJ/mol: 9.7
Net charge: +2
Orbital gap, eV: 7.620
DFT total energy, Eh: -2193.7005

***

Number 2 is which compound?
C2H9N2O2S